No. 1
# C10H7N2O5Pd

A molecular structure, C10H7N2O5Pd at a distorted geometry (ωB97M-V with the def2-TZVPD basis set, the OMol25 dataset).

```
! wB97M-V def2-TZVPD RIJCOSX def2/J DEFGRID3
* xyz 3 5
O 3.19 0.64 -1.73
C 2.34 0.39 -0.90
Pd 2.29 -1.30 0.00
C 0.33 -1.62 -0.38
O -0.10 -2.53 -1.03
C 1.31 1.55 -0.53
O 1.13 1.83 0.65
C 0.68 2.19 -1.67
O 0.29 1.62 -2.68
C 3.74 -2.21 -0.73
O 4.65 -2.76 -1.19
H 0.61 3.22 -1.34
N -0.10 -1.20 2.24
C -0.90 -0.51 1.42
C -2.00 0.24 1.86
C -2.85 0.82 0.94
C -2.60 0.64 -0.43
C -1.53 -0.11 -0.84
N -0.63 -0.59 0.08
H 0.74 -1.65 1.89
H -0.25 -1.14 3.24
H -2.15 0.31 2.94
H -3.70 1.41 1.26
H -3.24 1.08 -1.19
H -1.27 -0.31 -1.88
*
```

Frontier orbital gap (spin up / spin down) (eV): 6.761 / 5.557
Highest occupied orbital energy (spin up / spin down) (hartree): -0.73089 / -0.80139
Lowest unoccupied orbital energy (spin up / spin down) (Eh): -0.4824 / -0.5972
Electronic energy (Eh): -997.376864

---

No. 2
# C6H10BrN4

A gas-phase ion, C6H10BrN4 (charge +1) at a distorted geometry (ωB97M-V with the def2-TZVPD basis set, the OMol25 dataset).

```
! wB97M-V def2-TZVPD RIJCOSX def2/J DEFGRID3
* xyz 1 1
C 2.44 -1.86 0.08
C 2.80 -0.57 -0.05
C 0.54 -0.68 -0.08
C 1.55 1.58 -0.20
C 0.17 1.89 0.42
C -1.84 -1.25 -0.34
N 1.58 0.15 -0.18
N 1.04 -1.95 0.19
N -0.75 1.09 -0.43
N -0.74 -0.32 -0.03
Br 4.53 0.16 -0.03
H 2.88 -2.83 0.13
H 1.73 2.10 -1.22
H 2.29 2.10 0.35
H 0.01 1.65 1.41
H 0.06 2.88 0.44
H -2.17 -1.56 0.56
H -2.72 -0.69 -0.76
H -1.37 -2.14 -0.80
H 0.52 -2.76 -0.02
H -1.72 1.36 -0.43
*
```

Frontier orbital gap (eV): 9.504
SMILES: C[N+]1=C2NC=C(Br)N2CCN1
Highest occupied orbital energy (hartree): -0.44838
Lowest unoccupied orbital energy (Eh): -0.0991
Electronic energy (Eh): -3027.350747

---

No. 3
# C18H22B11Br6CrNO6S

A molecular structure, C18H22B11Br6CrNO6S (ωB97M-V with the def2-TZVPD basis set, the OMol25 dataset).

```
! wB97M-V def2-TZVPD RIJCOSX def2/J DEFGRID3
* xyz 0 5
Cr -0.53 -0.32 0.78
C -1.13 -3.60 3.35
C -1.37 -2.72 2.16
O -0.74 -1.63 2.18
C -2.23 -3.13 1.10
C -2.80 -4.43 1.12
C -3.68 -4.83 0.16
C -4.04 -3.91 -0.85
C -3.50 -2.66 -0.90
C -2.56 -2.24 0.05
O -2.05 -1.04 -0.08
H -0.58 -3.04 4.10
H -0.54 -4.46 3.05
H -2.07 -3.96 3.76
H -2.53 -5.12 1.91
H -4.10 -5.83 0.18
H -4.75 -4.21 -1.61
H -3.76 -1.95 -1.68
C 5.49 -2.43 -4.70
C 4.36 -2.53 -3.71
C 4.48 -3.33 -2.58
C 3.44 -3.41 -1.65
C 2.28 -2.69 -1.88
C 2.14 -1.89 -3.01
C 3.18 -1.82 -3.92
S 0.96 -2.74 -0.70
O -0.28 -2.87 -1.41
O 1.31 -3.75 0.28
N 0.99 -1.26 -0.03
C 2.29 -0.96 0.63
C 2.18 0.15 1.66
O 3.14 0.59 2.23
O 0.94 0.58 1.82
H 6.33 -3.06 -4.42
H 5.86 -1.40 -4.77
H 5.16 -2.72 -5.70
H 5.39 -3.89 -2.41
H 3.52 -4.03 -0.77
H 1.21 -1.36 -3.18
H 3.08 -1.20 -4.80
H 3.03 -0.60 -0.08
H 2.72 -1.82 1.15
Br -2.23 1.21 2.06
B -1.75 3.02 1.49
B -2.90 4.36 1.52
C -2.42 5.33 0.21
B -2.41 3.66 -0.03
B -1.17 4.70 -0.75
B -0.89 6.05 0.35
B -1.96 5.84 1.76
B -1.51 4.36 2.61
Br -1.72 4.15 4.52
B -0.24 5.42 1.87
Br 1.00 6.44 2.96
B 0.25 4.69 0.30
Br 2.05 4.87 -0.41
B -0.70 3.22 0.08
Br -0.11 1.63 -0.91
B -0.12 3.66 1.71
Br 1.32 2.79 2.72
H -4.03 4.31 1.86
H -3.19 5.90 -0.29
H -3.20 3.11 -0.71
H -1.15 4.87 -1.92
H -0.69 7.13 -0.07
H -2.45 6.79 2.26
*
```

Frontier orbital gap (spin up / spin down) (eV): 8.088 / 5.164
Highest occupied orbital energy (spin up / spin down) (hartree): -0.31906 / -0.32457
Lowest unoccupied orbital energy (spin up / spin down) (Eh): -0.0218 / -0.1348
Electronic energy (Eh): -18365.901659